C6H10O | ωB97M-V with the def2-TZVPD basis set

Each line ends with the natural charge from an NBO analysis.
Element x y z (Å)
H -3.32 0.89 0.20  0.24
H 0.15 -1.19 1.52  0.19
H 2.72 1.95 0.43  0.20
O -0.73 1.34 -1.31  -0.53
C -2.58 0.22 -0.25  -0.72
H 2.12 0.76 1.71  0.19
C 0.38 -1.64 0.56  -0.40
H -2.52 -0.68 0.36  0.23
H 1.31 -1.65 -1.29  0.20
H -0.12 -2.58 0.33  0.20
C 1.20 -1.10 -0.35  -0.21
C -1.24 0.92 -0.29  0.45
H 2.12 0.55 -1.35  0.21
C 2.25 0.99 0.66  -0.38
H -2.89 -0.03 -1.27  0.23
C 1.90 0.20 -0.35  -0.22
H -0.74 1.05 0.69  0.11

Calculated values
ΔE to the lowest compared entry with this formula, charge and spin (eV): 1.5571
Orbital gap (eV): 9.9
SMILES string: C=CC=C.CC=O
Lowest unoccupied orbital energy (Ha): 0.0289
Total charge: 0
Total energy (hartree): -309.785147
HOMO energy (eV): -9.1